The following is a quantum chemistry calculation of a molecular structure, C9H18N4O3PtSTe4, from OMol25.

Structure (XYZ):
```
40
Properties=species:S:1:pos:R:3:mulliken_spin:R:1
H 0.115 0.052 -0.688 -0.01
H 1.951 2.378 -1.172 0.00
O -1.490 -0.120 -0.957 0.08
H -3.305 0.857 0.616 -0.01
H 5.687 -2.063 0.844 0.00
C -3.150 -0.110 -2.697 0.02
C 0.222 0.710 2.161 0.00
C -3.787 0.540 -0.344 0.00
O 3.273 -1.378 1.984 0.02
H -1.488 1.994 -2.562 0.00
H -3.992 0.442 -3.181 0.00
H -3.505 -1.158 -2.515 0.00
H -4.586 1.278 -0.504 0.00
H -4.238 -0.431 -0.174 0.01
H -0.041 2.224 3.632 0.00
H 4.760 -3.199 -0.193 0.00
Te -0.868 -5.796 2.318 0.37
C 1.428 2.123 0.933 0.00
H 3.281 2.575 0.063 0.00
H 1.981 3.832 -0.103 0.00
H 4.958 -1.426 -0.701 0.00
C 4.818 -2.155 0.163 0.00
Te -2.903 -4.097 1.428 0.21
C -2.714 0.580 -1.453 0.01
N 1.013 -0.081 -0.135 0.07
C 3.505 -1.856 0.876 -0.02
H -3.135 2.578 -2.113 0.00
N 0.344 1.918 2.740 0.01
Te -1.682 -2.122 -0.133 1.03
H -1.792 2.489 -0.878 0.00
S -0.574 -0.726 2.615 0.21
Te 1.150 -4.084 2.142 0.82
N 1.082 2.801 2.012 0.01
C -2.250 1.985 -1.747 0.00
C 2.199 2.757 -0.156 0.01
H -2.369 -0.212 -3.461 0.00
N 0.951 0.851 1.007 0.04
Pt 0.730 -1.813 0.942 1.01
H 1.900 0.077 -0.648 0.00
O 2.520 -2.215 0.040 0.10
```

As for the multiplicity: 5. The value obtained for the total energy is -64980.167 eV. As for the relative energy (zero: lowest compared OMol25 entry of this formula, charge and spin): 0.0 kJ/mol. As for the highest occupied orbital energy (alpha / beta): -6.0 / -7.3 eV. As for the LUMO energy (alpha / beta): -0.3 / -1.9 eV. The value obtained for the maximum force is 3.3 eV/Å. The value obtained for the frontier orbital gap (alpha / beta) is 5.682 / 5.440 eV.